{"formula": "C62H93O47", "method": "ωB97M-V/def2-TZVPD", "e_above_lowest_kcal_mol": 0.0, "gap_ev": 8.64, "e_tot_ha": -5954.91356, "total_charge": -1, "spin_multiplicity": 1, "elements": ["C", "C", "O", "O", "H", "H", "H", "C", "C", "C", "O", "C", "O", "O", "H", "H", "H", "H", "H", "H", "C", "C", "C", "O", "C", "O", "O", "H", "H", "H", "H", "H", "H", "C", "C", "C", "O", "C", "O", "O", "H", "H", "H", "H", "H", "H", "C", "C", "C", "O", "C", "O", "O", "H", "H", "H", "H", "H", "H", "C", "C", "C", "O", "C", "O", "O", "H", "H", "H", "H", "H", "H", "C", "C", "C", "O", "C", "O", "O", "H", "H", "H", "H", "H", "H", "C", "C", "C", "O", "C", "O", "O", "H", "H", "H", "H", "H", "H", "C", "C", "C", "O", "C", "O", "O", "H", "H", "H", "H", "H", "H", "C", "C", "C", "O", "C", "O", "O", "H", "H", "H", "H", "H", "H", "C", "C", "C", "O", "C", "O", "O", "H", "H", "H", "H", "H", "H", "C", "C", "C", "O", "C", "O", "O", "H", "H", "H", "H", "H", "H", "C", "C", "C", "O", "C", "O", "O", "H", "H", "H", "H", "H", "H", "C", "C", "C", "O", "C", "O", "O", "H", "H", "H", "H", "H", "H", "C", "C", "C", "O", "C", "O", "O", "H", "H", "H", "H", "H", "H", "C", "C", "C", "O", "C", "O", "O", "H", "H", "H", "H", "H", "H"], "coordinates": [[6.35388, -20.55239, -17.99052], [7.73914, -19.90074, -18.10763], [7.67406, -18.63834, -18.28435], [8.73064, -20.63387, -17.99436], [6.39023, -21.49469, -17.41796], [5.84886, -20.83538, -18.94643], [5.69968, -19.79660, -17.57093], [-0.00335, -16.42746, -12.53980], [0.71100, -16.74636, -13.82842], [0.00493, -17.69099, -14.79686], [0.37299, -17.17261, -16.10668], [0.81949, -15.86480, -15.92539], [1.03660, -15.13224, -16.78689], [1.01969, -15.52795, -14.59832], [0.64405, -15.75007, -11.97619], [-0.12513, -17.33431, -11.96794], [-0.96854, -16.02688, -12.78283], [1.66199, -17.14526, -13.67114], [-1.07528, -17.68326, -14.71028], [0.32308, -18.68807, -14.75793], [10.04364, -23.40233, -19.33446], [10.27201, -22.14651, -20.11790], [11.26390, -21.19823, -19.42379], [12.31024, -21.08719, -20.40130], [12.06119, -21.79335, -21.48381], [12.83846, -21.98804, -22.36679], [10.83791, -22.40011, -21.41069], [10.99349, -23.60362, -18.80476], [9.79333, -24.29683, -19.93412], [9.30825, -23.28345, -18.53573], [9.32289, -21.60259, -20.30164], [11.70670, -21.56280, -18.47172], [10.69770, -20.27157, -19.20000], [8.60511, -15.64564, -14.87416], [7.50496, -16.50643, -14.31506], [7.11607, -17.65077, -15.17538], [7.02836, -18.78947, -14.30367], [7.52994, -18.48245, -13.10953], [7.75065, -19.12429, -12.15327], [7.92493, -17.21512, -13.13022], [8.63074, -14.60445, -14.49881], [8.32189, -15.47455, -15.94582], [9.57819, -16.10401, -14.89883], [6.66839, -15.85468, -14.00594], [7.92460, -17.86990, -15.86667], [6.13441, -17.51380, -15.53850], [4.72767, -21.11032, -10.81185], [4.73200, -22.13655, -11.88586], [5.05436, -23.57644, -11.45078], [3.73181, -24.13721, -11.31293], [2.81458, -23.43350, -11.93876], [1.65090, -23.76252, -12.06787], [3.32209, -22.29256, -12.37628], [5.75511, -21.00739, -10.43915], [4.03733, -21.39214, -9.97160], [4.45810, -20.13196, -11.27208], [5.31397, -21.77657, -12.71588], [5.51763, -23.73748, -10.50017], [5.70087, -24.08368, -12.19172], [4.15626, -24.80960, -15.13417], [5.28185, -25.62070, -15.73377], [5.91437, -25.01470, -17.03593], [7.30275, -25.12674, -16.66240], [7.53907, -25.45388, -15.42392], [8.60050, -25.44321, -14.92297], [6.38444, -25.73130, -14.83852], [3.84017, -25.08640, -14.13825], [3.29037, -24.86427, -15.82814], [4.38514, -23.78610, -15.26132], [5.04984, -26.66882, -15.99606], [5.69522, -23.97023, -17.29766], [5.73644, -25.67245, -17.89395], [6.67212, -24.23567, -21.15135], [5.41769, -23.40985, -21.00354], [4.17926, -23.97395, -21.66382], [3.46993, -24.62619, -20.63961], [3.95261, -24.17798, -19.51445], [3.43959, -24.39632, -18.45738], [5.06980, -23.45188, -19.65175], [6.51786, -25.23281, -20.73739], [7.59042, -23.78370, -20.76105], [6.80880, -24.21507, -22.23438], [5.52222, -22.28124, -21.12353], [4.47109, -24.70046, -22.42487], [3.51856, -23.26043, -22.13689], [8.77805, -13.96487, -19.82267], [7.27890, -13.95450, -20.06516], [6.80761, -12.90602, -21.12843], [5.92924, -13.56362, -21.98744], [6.02753, -14.91325, -21.79469], [5.35867, -15.71820, -22.35696], [6.91153, -15.16689, -20.77834], [9.28143, -14.17606, -20.72904], [9.02651, -14.75691, -19.12669], [9.13289, -12.98741, -19.47320], [6.73538, -13.91169, -19.13471], [7.67854, -12.42162, -21.67352], [6.16326, -12.14088, -20.66281], [6.07861, -16.55347, -10.28004], [5.17283, -17.67343, -10.81280], [3.72912, -17.33387, -10.53276], [3.02424, -17.83826, -11.69511], [3.96786, -17.92184, -12.68622], [3.73057, -18.18322, -13.84388], [5.21877, -17.74738, -12.22175], [6.17191, -16.64116, -9.22339], [5.72465, -15.51106, -10.35523], [6.97126, -16.61193, -10.87909], [5.33908, -18.68818, -10.43936], [3.66032, -16.22706, -10.40996], [3.37458, -17.78907, -9.61524], [7.57232, -19.96767, -22.09656], [7.44792, -18.50414, -22.31239], [8.61700, -17.60961, -21.95174], [8.59465, -16.55546, -22.93767], [7.77209, -16.86940, -23.93159], [7.51915, -16.18845, -24.88617], [7.36791, -18.16220, -23.71155], [6.69928, -20.51153, -22.37661], [7.77870, -20.15417, -21.01850], [8.39821, -20.42746, -22.65220], [6.55421, -18.06297, -21.80297], [9.58236, -18.09492, -22.02989], [8.52422, -17.26472, -20.98653], [2.89042, -20.74841, -16.21274], [1.62207, -21.55343, -16.41341], [1.05354, -22.36522, -15.28817], [-0.33828, -22.16728, -15.37394], [-0.57797, -21.02965, -16.02047], [-1.63993, -20.47217, -16.00951], [0.51424, -20.61669, -16.72202], [2.94866, -20.03100, -17.11808], [3.81033, -21.40232, -16.17619], [2.81925, -20.08185, -15.36227], [1.78509, -22.25295, -17.27900], [1.34093, -22.01359, -14.24453], [1.20313, -23.45887, -15.27411], [2.50597, -16.19579, -24.29093], [2.85380, -17.63916, -24.50586], [3.29057, -18.26484, -23.22443], [2.07486, -18.97411, -22.81281], [1.23222, -19.07724, -23.87155], [0.15165, -19.66033, -23.77969], [1.61676, -18.35183, -24.95000], [1.61740, -16.02538, -23.57012], [2.21998, -15.59012, -25.18843], [3.41713, -15.73334, -23.78615], [3.66787, -17.79619, -25.24008], [3.52404, -17.63216, -22.36295], [4.15266, -18.96233, -23.32239], [3.68318, -16.75410, -17.07592], [4.47027, -16.41323, -18.36013], [3.83445, -16.98424, -19.61545], [2.83098, -15.97531, -19.94089], [3.32730, -14.76833, -19.57314], [3.00512, -13.73038, -19.95753], [4.35119, -14.98106, -18.70714], [2.60425, -16.85624, -17.14140], [3.88446, -16.10962, -16.18995], [3.92501, -17.76114, -16.69827], [5.53311, -16.71912, -18.20949], [3.41746, -17.97627, -19.36670], [4.48231, -17.07717, -20.49026], [11.03777, -17.62638, -17.98002], [11.40686, -18.61053, -16.92467], [12.88392, -18.95541, -16.78267], [13.00985, -19.21572, -15.41141], [11.93476, -18.70954, -14.73914], [11.82185, -18.64193, -13.58855], [11.11092, -18.13889, -15.64286], [9.97001, -17.62710, -18.05032], [11.34628, -17.98643, -18.99161], [11.50370, -16.69869, -17.80899], [10.82165, -19.58962, -17.02840], [13.66363, -18.25318, -17.05791], [13.17584, -19.89026, -17.25786], [10.35734, -22.45786, -15.89199], [9.46125, -21.77220, -14.84970], [7.92028, -21.89633, -15.10586], [7.35263, -21.90268, -13.79009], [8.29652, -22.30354, -12.93639], [8.04296, -22.72465, -11.81276], [9.49321, -22.29610, -13.47261], [11.39332, -22.42434, -15.55134], [10.19056, -21.93150, -16.83310], [10.17985, -23.49808, -16.05137], [9.79683, -20.75025, -14.87841], [7.54290, -22.71838, -15.69681], [7.47799, -21.03450, -15.56996], [-0.95687, -21.70366, -19.73847], [0.09066, -20.93383, -20.57025], [0.57875, -19.67896, -19.90895], [1.97170, -19.86559, -19.73304], [2.33455, -21.01512, -20.33029], [3.49971, -21.31593, -20.44928], [1.32274, -21.69375, -20.79967], [-1.88152, -21.18929, -19.71900], [-0.69053, -21.92154, -18.68977], [-1.00625, -22.72925, -20.21225], [-0.37313, -20.75079, -21.55348], [0.17156, -19.54432, -18.88545], [0.39595, -18.74058, -20.42842]], "forces_ev_per_a": [[-0.48, -0.69, -0.53], [-1.79, 1.43, -0.41], [0.82, -0.96, 0.00], [1.07, -0.24, 0.01], [-0.12, 0.48, 0.00], [0.74, 0.33, 0.30], [-0.27, -0.14, 0.45], [0.90, -0.02, -0.61], [-0.27, 0.42, -0.36], [-0.42, 1.83, -0.84], [0.26, 1.33, 1.27], [-0.63, -2.03, 2.70], [0.47, 2.12, -2.78], [-1.39, -1.78, -0.82], [-0.46, 0.11, 0.07], [-0.06, -0.35, 0.21], [-0.50, 0.50, 0.21], [1.41, -0.77, 0.69], [-0.31, 0.16, -0.01], [0.67, -1.34, 0.28], [0.73, -1.08, 0.58], [-1.37, 0.56, 0.09], [-0.69, 0.22, 0.08], [0.27, 1.26, 1.05], [-0.31, -1.68, -0.55], [-0.13, 0.43, -0.22], [0.80, 0.35, 0.20], [-0.33, -0.38, -0.25], [0.03, 0.59, 0.10], [-0.12, 0.22, -0.29], [0.50, -0.38, 0.21], [-0.31, -0.03, -0.73], [0.89, -0.16, -0.35], [-0.77, 1.28, -1.62], [0.31, 0.59, 1.77], [0.55, -0.90, 0.06], [-0.43, -1.01, 0.29], [0.89, 1.63, -1.38], [-0.44, -2.28, 1.31], [0.55, 2.14, 0.39], [0.14, -0.76, 0.40], [0.25, -0.24, 0.55], [0.32, -0.30, 0.29], [0.06, -0.38, -0.24], [-0.47, 0.00, -0.68], [-0.79, 0.00, -1.24], [-0.22, 0.68, 0.70], [-1.02, -0.56, -0.08], [-0.19, 0.26, -0.86], [0.76, -1.53, 0.31], [-1.76, -0.01, -0.22], [1.33, 0.30, 0.04], [1.12, 0.86, -0.30], [-0.17, -0.05, 0.03], [0.57, 0.40, -0.73], [-0.14, -0.86, 0.50], [0.20, -0.21, -0.35], [0.38, 0.51, 0.57], [-0.76, -0.04, 0.12], [-0.92, -0.87, -1.55], [-0.24, -0.47, -1.01], [0.44, -0.66, 1.18], [0.63, 0.95, -3.19], [-1.34, 0.28, -0.03], [1.66, -0.25, 0.99], [-0.67, -0.11, 1.60], [0.15, -0.06, 0.21], [0.29, -0.49, 0.42], [0.61, 1.37, 0.62], [-0.54, 0.46, 0.36], [-0.06, -0.40, 0.33], [0.06, 0.35, 0.17], [0.14, 0.83, -1.35], [0.77, 2.31, 0.55], [0.37, -0.40, -2.16], [-0.14, -0.32, -0.87], [0.03, 0.56, 2.08], [-0.21, -0.14, 0.82], [-1.10, -0.73, 1.67], [0.09, -0.04, -0.26], [-0.49, 0.03, 0.37], [0.39, -0.79, -0.15], [0.23, -1.55, -0.82], [-0.13, -0.16, 0.06], [0.05, 0.43, 0.10], [-0.73, 0.29, 0.51], [0.35, 0.22, -1.86], [0.60, 1.65, 1.36], [0.07, -1.82, -0.72], [0.31, 1.43, 1.37], [0.29, -0.44, -0.22], [-0.68, -0.38, -0.36], [0.52, -0.21, -1.11], [0.12, 0.02, 0.34], [-0.18, -0.25, 0.19], [-0.46, -0.01, 0.13], [-1.03, -0.70, 0.47], [0.72, 0.04, -0.03], [-0.36, -0.22, -0.88], [-0.31, 1.00, 1.31], [-0.26, 0.73, 0.15], [1.08, 0.53, -0.03], [-0.38, -0.84, -1.51], [0.00, 0.51, 1.45], [-0.86, 0.30, -0.58], [0.81, -0.58, 0.84], [-0.55, -0.54, -0.69], [0.87, -0.05, 0.49], [0.83, 0.51, 0.17], [-0.55, -0.71, -0.52], [-0.32, -0.27, -0.11], [1.24, -0.53, 0.89], [-0.27, 1.79, -0.32], [0.76, -1.03, -1.43], [0.14, 0.82, 1.11], [-0.01, -1.09, -0.41], [0.12, -0.68, 0.83], [-1.35, 0.00, -1.20], [-0.88, -0.21, -0.12], [-0.30, 0.17, -0.55], [0.05, 0.37, -0.02], [0.40, -0.58, -0.41], [0.22, -0.34, -0.22], [-0.26, 1.31, 2.04], [0.33, 0.63, -1.56], [0.51, -0.34, -1.55], [0.59, -0.51, 2.81], [-0.79, 0.07, -0.07], [-0.65, 0.39, -0.54], [0.53, 0.03, -0.21], [0.29, -0.85, 0.83], [0.22, -1.31, 1.20], [-1.02, 0.77, -0.01], [0.12, -0.12, 0.48], [-0.40, 0.83, 0.35], [0.08, -0.23, -1.26], [0.32, 0.59, -0.44], [-0.32, 2.14, 1.04], [-0.14, 0.95, -1.35], [-0.30, -1.66, 1.53], [0.37, -0.32, -0.97], [-2.82, -0.47, 0.57], [2.47, 0.99, -0.41], [1.65, -0.62, 1.68], [1.43, -0.71, -0.88], [0.53, -0.83, 0.48], [-1.19, -0.27, -0.77], [-0.82, 0.25, -0.03], [-0.08, 0.44, -0.65], [-0.77, 0.12, -0.10], [0.23, -0.54, 0.97], [-0.30, 0.46, 0.19], [-0.40, -0.60, 0.48], [0.01, -0.70, -0.21], [1.59, -3.83, 1.35], [-1.26, 3.09, -1.14], [0.79, -0.18, 0.94], [-0.02, 0.52, -0.77], [0.09, -0.02, -0.88], [0.56, 0.13, -0.40], [-0.64, 0.60, -0.45], [-0.39, 0.63, -0.48], [0.26, 0.11, 0.32], [-0.09, -1.70, -1.32], [0.17, -2.09, -1.04], [0.53, -1.11, -0.51], [-0.22, -0.33, 1.64], [1.24, 0.77, -2.81], [-0.41, -0.25, 2.70], [-1.01, 0.64, 1.13], [-0.86, 0.58, 0.09], [0.12, 0.10, 0.76], [0.33, 1.36, 0.27], [0.62, 1.26, -0.27], [-0.33, 0.77, -0.20], [-0.31, -0.02, -0.47], [0.01, 0.11, 1.06], [-1.43, -1.25, -0.65], [0.26, 1.48, -0.08], [0.03, -0.43, -0.21], [-1.00, -1.46, 2.31], [0.36, 1.02, -1.64], [1.53, 0.35, -1.10], [0.12, 0.43, -0.16], [0.13, 0.12, 0.19], [-0.65, -0.81, 0.05], [-0.26, 0.67, 0.66], [0.48, -0.79, 0.10], [0.30, 0.58, -0.30], [2.10, -2.24, -0.37], [-1.35, -0.58, -0.20], [-0.53, 1.25, 1.70], [0.40, -0.43, -0.29], [1.95, 1.06, 0.04], [-0.66, -0.21, 0.13], [-1.41, -0.25, 0.03], [-0.99, 0.42, -0.31], [0.31, 0.47, -0.40], [-0.56, 1.10, 0.36], [0.56, -0.01, 0.24], [-0.02, -0.22, -0.60], [0.11, -0.16, -0.43]]}